Entry 1:
Entry from the Open Molecules 2025 dataset: a 7-piece molecular cluster, C50H96ClF9N3O18P2S overall (wB97M-V/def2-TZVPD).

Calculated values
* LUMO energy: -0.204 hartree
* HOMO level: -10.098 eV
* E_tot: -161103.1082 eV
* frontier orbital gap: 0.1670 Eh
* total charge: +1

Each line ends with the Mulliken charge.
Geometry (Å):
1 C -0.00684 7.87089 -0.11558  -1.509
2 C -0.23002 7.35287 1.14818  0.062
3 N 0.26861 6.03671 1.71673  1.585
4 C 1.25648 6.40684 2.81409  0.950
5 F 2.31882 5.57226 2.83288  -0.318
6 F 0.76560 6.15296 4.04476  -0.281
7 C 1.90177 7.84105 2.87486  0.357
8 F 2.97048 7.68026 3.71151  -0.337
9 F 2.50388 8.27248 1.76129  -0.212
10 C 1.12640 9.03541 3.56013  0.753
11 F 0.86076 9.93742 2.58428  -0.248
12 F -0.03600 8.70583 4.12969  -0.169
13 F 1.86735 9.67109 4.44564  -0.241
14 C -1.02262 5.37368 2.24783  -1.356
15 S -2.23229 6.26991 3.24893  1.652
16 O -3.18387 5.26668 3.53994  -0.614
17 O -2.82408 7.42526 2.67903  -0.577
18 F -1.67569 6.65935 4.66607  -0.274
19 C -1.88670 4.63734 1.13570  -1.444
20 C -2.89885 5.53123 0.36143  -1.031
21 O -4.23066 5.46007 0.86222  -0.592
22 C -5.04010 4.63118 0.10781  -0.060
23 C -5.32065 3.37914 0.62094  -0.037
24 C -6.12630 2.47389 -0.01640  0.543
25 C -6.43972 1.09067 0.53418  -1.724
26 C -6.69129 2.84379 -1.23192  -1.384
27 C -6.42437 4.09296 -1.74575  -0.648
28 C -5.60868 5.00527 -1.09823  0.825
29 C -5.36059 6.41549 -1.67392  1.116
30 C -5.88549 7.44709 -0.63069  -1.418
31 C -6.19893 6.67180 -2.95095  -1.783
32 N -1.11420 3.85307 0.18660  1.430
33 C -1.84842 2.83464 -0.53699  0.608
34 C -1.59310 1.42748 0.12630  -1.048
35 C -0.62187 0.54318 -0.66215  0.127
36 F -1.24561 -0.69780 -0.85261  -0.403
37 C -0.17781 4.71624 -0.50959  -1.003
38 N 0.61681 3.91920 -1.42729  0.246
39 C 0.50037 4.15473 -2.68280  0.721
40 C 1.75868 4.01116 -3.52645  -1.216
41 C -0.76541 4.49138 -3.45855  -1.426
42 C 0.87440 5.13514 0.66822  -0.718
43 Cl 1.27612 3.47498 1.29598  0.099
44 P 2.43421 5.76699 -0.17619  -0.189
45 P 3.98985 4.21457 -0.18298  0.808
46 O 3.60582 2.98830 -0.86023  -0.452
47 O 5.16052 4.91924 -1.06018  -0.532
48 O 4.60821 4.01191 1.28873  -0.461
49 H -0.83320 7.91404 -0.83458  0.287
50 H 0.96292 8.25552 -0.45419  0.399
51 H -0.67865 8.07285 1.83954  0.511
52 H -0.66682 4.55033 2.88279  1.267
53 H -2.49272 3.89444 1.67005  0.764
54 H -2.95359 5.25912 -0.70174  0.644
55 H -2.64699 6.60465 0.35820  0.140
56 H -4.86060 3.11809 1.57741  0.339
57 H -7.53016 0.97968 0.50047  0.510
58 H -6.07518 1.01401 1.56101  0.353
59 H -6.04145 0.30109 -0.11194  0.329
60 H -7.35468 2.14788 -1.74362  0.856
61 H -6.90064 4.31714 -2.69433  0.434
62 H -4.28761 6.54323 -1.87580  0.016
63 H -5.69512 8.46419 -0.99356  0.442
64 H -6.96507 7.27409 -0.55385  0.367
65 H -5.43556 7.31776 0.35533  0.311
66 H -5.86089 6.08838 -3.81069  0.375
67 H -6.22818 7.74938 -3.13660  0.436
68 H -7.22781 6.39347 -2.69266  0.426
69 H -1.63599 2.71248 -1.59722  0.369
70 H -2.93695 2.98019 -0.45534  -0.929
71 H -2.55666 0.92443 0.25973  0.555
72 H -1.23330 1.64811 1.13975  0.266
73 H 0.28777 0.32265 -0.09183  0.068
74 H -0.35905 0.94405 -1.64651  0.125
75 H -0.58567 5.56849 -1.07383  0.445
76 H 2.66179 4.26409 -2.97282  0.059
77 H 1.67939 4.51982 -4.48953  0.555
78 H 1.83933 2.93386 -3.75480  0.256
79 H -1.13735 5.47141 -3.11849  0.224
80 H -0.52048 4.63054 -4.51574  0.545
81 H -1.53224 3.71561 -3.41681  0.278
82 H 2.18240 6.00784 -1.54224  0.101
83 H 5.96494 5.04403 -0.53761  0.326
84 H 5.10044 4.81583 1.52251  0.332
85 C 6.36087 0.35861 3.10533  -0.678
86 O 6.52896 -0.74159 2.23130  -0.406
87 C 5.73126 -1.86325 2.59291  -0.417
88 C 4.48982 -1.96452 1.73287  -0.473
89 O 3.60462 -0.87359 1.96562  -0.319
90 C 3.69210 0.12608 0.96711  -0.654
91 H 6.79414 1.23652 2.62603  0.217
92 H 5.30597 0.55711 3.31154  0.292
93 H 6.88831 0.17570 4.04790  0.344
94 H 5.46511 -1.82527 3.65338  0.286
95 H 6.34199 -2.75595 2.43147  0.383
96 H 3.95067 -2.87693 2.00373  0.318
97 H 4.75409 -2.02889 0.67315  0.302
98 H 3.18708 -0.20988 0.05446  0.385
99 H 4.72783 0.38444 0.73741  0.409
100 H 3.18839 1.02197 1.33714  0.019
101 C 2.68305 -4.36590 4.75521  -0.877
102 O 3.66574 -5.16102 4.11523  -0.234
103 C 4.07409 -6.27605 4.89962  -0.331
104 C 3.40240 -7.55317 4.43278  -0.337
105 O 2.00100 -7.51327 4.66244  -0.405
106 C 1.25816 -7.20615 3.49297  -0.457
107 H 2.24852 -3.70184 4.00782  0.241
108 H 1.88452 -4.97068 5.19050  0.418
109 H 3.14887 -3.75806 5.53929  0.320
110 H 3.87952 -6.09708 5.96162  0.329
111 H 5.15592 -6.38125 4.76978  0.120
112 H 3.79796 -8.39058 5.01569  0.234
113 H 3.61883 -7.74403 3.37746  0.316
114 H 1.21973 -8.08069 2.83513  0.158
115 H 1.68381 -6.35849 2.95081  0.225
116 H 0.24291 -6.95111 3.79461  0.269
117 C 2.56732 0.32748 -5.85751  -0.869
118 O 1.75169 1.35714 -6.39830  -0.328
119 C 2.45547 2.17744 -7.32439  -0.346
120 C 2.13088 1.80158 -8.75617  -0.687
121 O 2.60967 0.50590 -9.07541  -0.369
122 C 1.59475 -0.48487 -9.04409  -0.686
123 H 1.91471 -0.39763 -5.37299  0.270
124 H 3.14302 -0.18252 -6.63194  0.411
125 H 3.25112 0.74239 -5.10845  0.333
126 H 3.53360 2.13006 -7.14517  0.385
127 H 2.13070 3.20930 -7.15034  0.300
128 H 2.63926 2.50325 -9.42479  0.391
129 H 1.05486 1.87519 -8.94148  0.358
130 H 0.95979 -0.40133 -9.93201  0.326
131 H 0.97763 -0.40718 -8.14614  0.281
132 H 2.07907 -1.46000 -9.05148  0.246
133 C -8.26723 -0.73136 -4.01936  -0.855
134 O -8.90993 0.39686 -3.44726  -0.221
135 C -9.76342 1.06769 -4.36639  -0.390
136 C -11.21845 0.70805 -4.14478  -0.636
137 O -11.46991 -0.65627 -4.44258  -0.375
138 C -11.54289 -1.47231 -3.28511  -0.664
139 H -7.84741 -1.32544 -3.20842  0.245
140 H -8.96526 -1.35298 -4.58340  0.390
141 H -7.45335 -0.40750 -4.67716  0.313
142 H -9.46522 0.85604 -5.39735  0.364
143 H -9.63877 2.14185 -4.19364  0.311
144 H -11.83245 1.30250 -4.82823  0.383
145 H -11.52414 0.94483 -3.12109  0.331
146 H -12.49707 -1.31368 -2.77210  0.321
147 H -10.72042 -1.27333 -2.59423  0.256
148 H -11.48666 -2.51182 -3.60460  0.245
149 C -2.20897 -11.42249 -0.76612  -0.696
150 O -0.90028 -11.62426 -1.27189  -0.374
151 C -0.21745 -10.40993 -1.54357  -0.528
152 C 0.76400 -10.06195 -0.44293  -0.502
153 O 0.09947 -9.76580 0.77791  -0.327
154 C 0.12689 -10.85388 1.68857  -0.884
155 H -2.55765 -12.36773 -0.35265  0.249
156 H -2.22796 -10.66705 0.02278  0.292
157 H -2.88304 -11.12190 -1.57550  0.322
158 H -0.92713 -9.59192 -1.70127  0.330
159 H 0.33907 -10.55699 -2.47458  0.365
160 H 1.31058 -9.15962 -0.73525  0.361
161 H 1.49036 -10.86800 -0.30314  0.362
162 H 1.12279 -10.93907 2.13692  0.309
163 H -0.13702 -11.79612 1.20407  0.473
164 H -0.59578 -10.65373 2.47862  0.245
165 C 6.87628 -8.82845 6.21015  -0.844
166 O 7.36307 -8.18502 5.04301  -0.299
167 C 8.46554 -7.32971 5.31427  -0.442
168 C 9.78295 -7.98083 4.94558  -0.622
169 O 10.06181 -9.10086 5.77179  -0.373
170 C 9.77130 -10.33829 5.14338  -0.674
171 H 6.21992 -9.64137 5.90149  0.241
172 H 7.68545 -9.24420 6.81391  0.449
173 H 6.29846 -8.11770 6.81212  0.298
174 H 8.46728 -7.01985 6.36363  0.369
175 H 8.33428 -6.43355 4.69892  0.346
176 H 10.58745 -7.25672 5.10753  0.382
177 H 9.79083 -8.26620 3.88928  0.342
178 H 10.54337 -10.57563 4.40395  0.326
179 H 8.79287 -10.32834 4.65788  0.274
180 H 9.77262 -11.11149 5.91031  0.245

---

Entry 2:
Entry from the Open Molecules 2025 dataset: C55H49LaN6O7Te as an isolated structure (wB97M-V/def2-TZVPD).

Calculated values
* LUMO energy (spin up / spin down): 0.078 / 0.078 hartree
* ΔE to the lowest compared entry with this formula, charge and spin: 0.000 eV
* expectation value of S²: 0.78
* HOMO level (spin up / spin down): -2.187 / -5.069 eV
* spin multiplicity: 2
* E_tot: -89263.7293 eV
* frontier orbital gap (spin up / spin down): 0.1582 / 0.2641 Eh
* total charge: -1

Each line ends with the Löwdin spin population.
Geometry (Å):
1 La -4.32856 -17.34795 -17.58797  0.001
2 O -0.27371 -15.65970 -19.27791  0.000
3 C -1.19141 -16.40805 -18.96174  0.000
4 N -1.84417 -16.51134 -17.79766  0.000
5 C -1.49273 -15.43356 -16.90429  0.000
6 C -2.52368 -14.36175 -16.99082  0.000
7 C -2.33009 -13.10715 -16.42322  0.001
8 C -3.34014 -12.11725 -16.59572  0.000
9 C -4.50042 -12.39940 -17.31619  0.001
10 C -4.61180 -13.71616 -17.73564  0.002
11 N -3.69622 -14.63834 -17.56148  0.001
12 C -1.61598 -17.40562 -20.02389  0.001
13 C -0.76771 -17.71874 -21.09503  0.000
14 C -1.23309 -18.47302 -22.15747  0.000
15 C -2.58111 -18.85247 -22.13914  0.000
16 C -3.34495 -18.45679 -21.04546  0.001
17 N -2.88443 -17.78237 -19.98518  0.004
18 H -1.39837 -15.77260 -15.84299  0.000
19 H -0.53812 -14.96040 -17.17511  0.000
20 H -1.38609 -12.82860 -15.99760  0.000
21 H -3.12532 -11.14985 -16.19418  0.000
22 H -5.31308 -11.71356 -17.52798  0.000
23 H -5.53261 -14.01518 -18.28708  0.002
24 H 0.28255 -17.42815 -21.03914  0.000
25 H -0.57417 -18.67390 -22.96560  0.000
26 H -2.98704 -19.45924 -22.97514  0.000
27 H -4.37945 -18.83822 -20.96900  0.001
28 O -7.75612 -19.49947 -15.74646  0.000
29 C -6.94781 -18.58327 -15.76440  0.000
30 O -5.72460 -18.66073 -16.09577  0.001
31 C -7.47701 -17.18415 -15.45452  0.000
32 C -7.68134 -16.38969 -16.79254  0.000
33 C -8.61434 -15.19294 -16.53497  0.000
34 C -7.67579 -14.16359 -15.81436  0.000
35 C -6.42036 -15.00680 -15.68674  0.000
36 O -6.37172 -15.75393 -16.92679  0.002
37 C -6.58437 -16.15943 -14.69316  0.000
38 C -5.17440 -16.72793 -14.31989  0.000
39 O -5.06704 -17.29477 -13.18988  0.000
40 O -4.25568 -16.51352 -15.15606  0.000
41 H -8.44908 -17.36788 -15.00448  0.000
42 H -7.97187 -16.97195 -17.67135  0.000
43 H -9.04795 -14.76816 -17.48287  0.000
44 H -9.48680 -15.44080 -15.89226  0.000
45 H -7.43651 -13.30360 -16.45917  0.000
46 H -8.01592 -13.85636 -14.83327  0.000
47 H -5.50032 -14.47019 -15.52545  0.000
48 H -7.08965 -15.83105 -13.78377  0.000
49 C -7.69441 -20.52552 -19.23109  0.014
50 C -6.65462 -19.77299 -18.62013  0.006
51 N -6.22348 -18.62376 -19.10934  0.013
52 C -6.85341 -18.09400 -20.21537  0.066
53 C -7.86323 -18.75753 -20.90861  0.043
54 C -8.26123 -20.01957 -20.37556  -0.001
55 C -8.47692 -18.16398 -22.04989  0.062
56 C -7.90926 -16.94881 -22.45078  0.068
57 C -6.87611 -16.23795 -21.82524  0.027
58 C -6.28437 -15.08006 -22.39219  0.239
59 C -5.15022 -14.53439 -21.75945  0.032
60 C -4.68372 -15.11983 -20.55178  0.208
61 N -5.36145 -16.21369 -19.90843  0.157
62 C -6.30540 -16.78752 -20.60050  0.013
63 H -8.10209 -21.40875 -18.77282  0.001
64 H -6.19542 -20.15072 -17.70456  0.000
65 H -9.10524 -20.57658 -20.84366  -0.001
66 H -9.28603 -18.69942 -22.56706  0.004
67 H -8.36365 -16.53822 -23.34638  0.001
68 H -6.63733 -14.66603 -23.33462  0.016
69 H -4.64201 -13.64201 -22.17054  -0.004
70 H -3.77928 -14.73892 -20.11872  0.013
71 C 1.51241 -18.56814 -9.69757  0.000
72 C 0.56342 -18.78490 -10.82512  0.000
73 C 0.11258 -20.05908 -11.22608  0.000
74 C -0.92314 -20.17219 -12.12301  0.000
75 C -1.40759 -21.56906 -12.42868  0.000
76 C -1.55372 -19.04111 -12.65176  0.000
77 Te -3.13168 -19.10866 -14.06586  0.000
78 N -2.45992 -20.64613 -15.20907  0.000
79 C -2.60116 -20.32252 -16.49764  0.000
80 O -3.02560 -19.23350 -16.95087  0.000
81 C -2.21983 -21.38374 -17.46021  0.000
82 C -1.70082 -22.58893 -17.02306  0.000
83 C -1.42426 -23.58413 -17.96305  0.000
84 C -1.72061 -23.36020 -19.28602  0.000
85 C -2.19304 -22.13268 -19.73340  0.000
86 C -2.46771 -21.14681 -18.82546  0.000
87 C -4.43744 -20.33399 -13.00805  0.000
88 C -5.03007 -21.43976 -13.56583  0.000
89 C -5.96053 -22.19771 -12.82577  0.000
90 C -6.24792 -21.85346 -11.52626  0.000
91 C -5.62416 -20.76761 -10.96393  0.000
92 C -4.70876 -20.00748 -11.66876  0.000
93 C -4.15040 -18.81433 -10.89701  0.000
94 C -1.10399 -17.73519 -12.28328  0.000
95 C -1.76358 -16.45211 -12.82660  0.000
96 C -0.03682 -17.67238 -11.40370  0.000
97 H 0.97041 -18.58896 -8.75192  0.000
98 H 1.96016 -17.59728 -9.76629  0.000
99 H 2.24318 -19.37332 -9.62617  0.000
100 H 0.57972 -20.90772 -10.77749  0.000
101 H -0.62789 -22.31705 -12.23367  0.000
102 H -1.70693 -21.56285 -13.46247  0.000
103 H -2.28502 -21.84446 -11.81891  0.000
104 H -1.41220 -22.73333 -16.02349  0.000
105 H -1.00016 -24.51004 -17.62197  0.000
106 H -1.48340 -24.08532 -20.03948  0.000
107 H -2.39747 -21.90999 -20.81060  0.000
108 H -2.84204 -20.20449 -19.08973  0.000
109 H -4.74854 -21.72794 -14.54423  0.000
110 H -6.42447 -23.03689 -13.28752  0.000
111 H -6.99825 -22.39295 -10.95882  0.000
112 H -5.86696 -20.53987 -9.94490  0.000
113 H -4.83828 -18.45342 -10.16643  0.000
114 H -3.93876 -17.95531 -11.53601  0.000
115 H -3.27440 -19.15706 -10.33156  0.000
116 H -1.07043 -15.64026 -12.70577  0.000
117 H -2.62043 -16.18303 -12.20527  0.000
118 H -2.08017 -16.54619 -13.88423  0.000
119 H 0.38972 -16.69890 -11.10050  0.000

---

Entry 3:
Entry from the Open Molecules 2025 dataset: a 2-piece molecular cluster, C2H8OS overall (wB97M-V/def2-TZVPD).

Calculated values
* LUMO energy (spin up / spin down): -0.156 / -0.341 hartree
* ΔE to the lowest compared entry with this formula, charge and spin: 1.656 eV
* expectation value of S²: 0.75
* HOMO level (spin up / spin down): -13.931 / -13.928 eV
* spin multiplicity: 2
* E_tot: -15075.9589 eV
* frontier orbital gap (spin up / spin down): 0.3561 / 0.1711 Eh
* total charge: +1

Each line ends with the Löwdin spin population.
Geometry (Å):
1 C -0.42307 -1.33219 -1.61822  0.122
2 S -0.17903 0.35511 -1.76751  0.791
3 H -0.21729 0.43648 -3.13707  0.024
4 H -0.11418 -1.80093 -0.73252  0.005
5 H 0.24173 -1.84348 -2.38429  0.020
6 H -1.41555 -1.68212 -1.63135  0.036
7 C 0.23768 1.36628 1.79261  0.000
8 O 0.75984 -0.00582 1.56742  0.001
9 H 0.94280 -0.45445 2.46004  0.000
10 H 0.97365 2.09771 1.31879  0.000
11 H -0.75041 1.44213 1.24037  0.000
12 H -0.05618 1.42129 2.89173  0.000